# 1
31
Properties=species:S:1:pos:R:3:forces:R:3:nbo_charge:R:1 method="wB97M-V/def2-TZVPD" spin_multiplicity=1 homo_ha=-0.301 total_charge=0 smiles="Nc1ccc2cccc(NS(=O)(=O)c3cc(Br)c(Br)s3)c2n1" molar_mass_g_mol=463.18 homo_lumo_gap_ev=8.15
O 2.011 0.627 1.266 -1.17 -0.64 0.82 -0.918
O 1.325 -1.723 1.744 -1.46 2.11 -0.09 -0.894
Br -1.226 -0.517 7.291 0.27 0.07 -1.10 0.139
Br 0.611 2.408 6.856 -0.03 -0.47 -0.77 0.106
N -0.011 1.154 -1.793 -0.24 -0.86 -0.75 -0.503
S -0.527 -0.939 4.181 -0.16 -0.01 0.55 0.556
C -0.466 0.012 5.619 0.65 0.57 0.41 -0.335
C 0.765 1.308 4.065 0.22 -0.62 0.41 -0.200
C 0.302 1.149 5.455 -0.33 0.06 -1.29 -0.176
C 0.414 0.200 3.305 0.04 0.57 0.62 -0.553
C 0.226 1.670 -2.990 0.85 -0.30 1.72 0.389
C -1.009 -2.047 -0.383 0.00 0.88 -0.04 -0.216
C 0.137 0.926 -4.179 -0.48 -2.50 -0.55 -0.292
C -1.226 -2.801 -1.510 0.42 -1.27 -1.63 -0.216
C -0.601 -0.728 -0.479 -0.06 -2.06 0.01 0.191
C -0.203 -0.447 -4.141 0.66 4.00 -0.22 -0.095
C -0.915 -2.295 -2.777 -1.19 -2.14 0.62 -0.163
C -0.367 -0.174 -1.752 -0.31 1.36 0.16 0.139
C -0.534 -0.981 -2.904 0.48 0.07 0.64 -0.141
N 0.755 2.947 -2.978 0.34 0.33 -0.93 -0.800
N -0.398 0.014 0.684 0.61 -0.38 1.51 -0.845
S 0.970 -0.301 1.691 1.71 -0.11 -1.34 2.256
H 1.398 2.140 3.679 -0.64 -0.84 0.48 0.269
H -1.191 -2.546 0.542 0.01 0.22 0.76 0.225
H 0.386 1.389 -5.112 0.08 0.22 -0.35 0.217
H -1.533 -3.850 -1.331 0.14 0.73 -0.55 0.219
H -0.219 -1.005 -5.053 -0.11 -0.39 -0.30 0.220
H -1.031 -2.903 -3.696 0.08 0.33 0.76 0.213
H 1.523 3.072 -3.652 -0.75 0.14 0.67 0.384
H 0.959 3.273 -2.038 0.07 -0.15 -0.34 0.398
H -0.324 0.967 0.392 0.31 1.10 0.11 0.426

---

# 2
29
Properties=species:S:1:pos:R:3:forces:R:3:nbo_charge:R:1 method="wB97M-V/def2-TZVPD" spin_multiplicity=1 homo_ha=-0.334 total_charge=0 smiles="COC(=O)[C@H](Cl)[C@]1(Cl)OC(c2ccccc2)=C(Cl)C1=O" molar_mass_g_mol=335.57 homo_lumo_gap_ev=8.35
O 0.324 0.591 4.626 -0.38 0.34 -0.09 -0.571
O -2.347 1.343 0.874 1.80 -1.03 0.57 -0.505
Cl -1.807 1.469 -2.157 0.47 -0.57 1.18 0.056
Cl 1.141 2.175 1.550 -0.54 -0.83 0.10 -0.011
Cl -1.315 -1.488 2.165 0.49 0.71 -0.19 0.030
O -1.428 1.553 3.580 -0.04 0.05 -0.27 -0.485
O 0.417 -0.816 0.311 -0.63 0.95 -0.86 -0.478
C -0.237 0.962 3.623 0.40 -0.57 0.85 0.782
C -1.359 0.699 0.513 -3.96 1.86 0.17 0.445
C -1.041 0.579 -0.861 2.39 -1.66 -1.32 -0.216
C -0.013 -0.350 -0.941 -0.56 0.89 -1.01 0.401
C 1.931 -1.678 -4.605 -0.15 -0.06 1.34 -0.171
C 2.613 -1.707 -3.357 -0.47 0.14 -1.69 -0.219
C 0.585 -1.266 -4.642 1.29 -0.02 0.47 -0.224
C 1.983 -1.274 -2.211 -0.10 0.36 0.91 -0.167
C -0.040 -0.888 -3.461 0.67 0.43 0.74 -0.153
C 0.663 -0.815 -2.213 -0.78 -0.76 -0.26 -0.120
C -2.132 1.790 4.821 0.69 -0.09 1.43 -0.265
C 0.471 0.651 2.282 -0.77 0.09 0.02 -0.291
C -0.417 -0.177 1.324 0.47 0.01 -0.79 0.176
H 2.451 -2.024 -5.489 -0.08 0.17 -0.06 0.218
H 3.656 -2.008 -3.345 -0.18 -0.04 0.15 0.222
H 0.067 -1.149 -5.586 -0.07 -0.30 0.11 0.223
H 2.526 -1.247 -1.270 0.00 -0.08 -0.11 0.224
H -1.058 -0.585 -3.566 -0.46 0.14 0.36 0.227
H -1.505 2.405 5.509 -0.23 -0.62 -0.53 0.198
H -3.030 2.376 4.646 0.08 -0.19 -0.67 0.209
H -2.419 0.851 5.363 0.48 0.65 -0.78 0.200
H 1.321 0.029 2.519 0.18 0.02 0.23 0.265

---

# 3
28
Properties=species:S:1:pos:R:3:forces:R:3:nbo_charge:R:1 method="wB97M-V/def2-TZVPD" s2=2.01 spin_multiplicity=3 homo_ha="-0.562 / -0.562" total_charge=+2 molar_mass_g_mol=291.08 homo_lumo_gap_ev="5.56 / 5.17"
Ti 0.085 -0.058 0.923 -0.17 0.10 -0.96 0.564
O -0.003 3.004 -0.077 0.09 -3.88 1.83 -0.266
C 0.025 1.946 0.372 -0.11 5.96 -2.54 0.553
C 0.034 -2.035 0.307 -0.12 -7.36 -3.47 0.549
O 0.005 -3.088 -0.194 0.13 5.22 2.67 -0.267
C 2.021 -0.031 0.372 7.56 0.08 -2.59 0.510
O 3.084 -0.009 -0.113 -4.98 -0.10 2.26 -0.286
C -1.889 -0.033 0.494 -8.76 0.10 -2.74 0.506
O -2.984 -0.015 0.038 6.35 -0.09 2.64 -0.294
C -0.013 0.688 -4.020 0.02 -0.47 -0.06 -0.404
H -0.966 1.216 -4.053 0.37 0.17 0.08 0.208
H 0.935 1.220 -4.096 -0.39 0.15 0.09 0.208
C -0.011 -0.648 -4.042 0.02 0.40 -0.07 -0.404
H 0.939 -1.177 -4.138 -0.42 -0.12 0.10 0.208
H -0.962 -1.181 -4.093 0.40 -0.13 0.08 0.208
N 0.151 -0.052 2.785 -0.01 -0.15 1.62 -0.590
C 0.107 -0.119 3.945 -0.04 0.25 -0.55 0.671
C 0.054 -0.133 5.300 0.12 -0.04 0.94 -0.295
C -1.180 0.051 5.933 -0.58 0.08 0.44 -0.089
C -1.221 0.088 7.321 0.09 -0.01 -0.24 -0.205
C 0.004 -0.059 8.024 0.08 -0.06 0.00 -0.066
C 1.253 -0.268 7.382 -0.07 0.01 -0.37 -0.206
C 1.263 -0.289 5.992 0.61 -0.10 0.42 -0.086
H -2.053 0.170 5.286 0.06 -0.03 0.54 0.238
H -2.203 0.230 7.824 1.09 -0.11 -0.23 0.270
H -0.011 -0.006 9.115 -0.03 -0.06 -0.32 0.257
H 2.220 -0.414 7.916 -1.14 0.24 -0.22 0.270
H 2.163 -0.411 5.376 -0.18 -0.02 0.64 0.239

---

# 4
32
Properties=species:S:1:pos:R:3:forces:R:3:nbo_charge:R:1 method="wB97M-V/def2-TZVPD" s2=8.76 spin_multiplicity=6 homo_ha="-0.161 / -0.182" total_charge=-1 molar_mass_g_mol=341.99 homo_lumo_gap_ev="7.46 / 8.04"
Mn -0.469 -0.231 0.902 -0.11 -0.06 0.84 1.342
O -0.906 -1.989 -0.065 0.28 0.58 0.07 -0.870
C 0.125 -2.645 -0.522 0.28 -0.25 -0.03 0.382
C 0.094 -4.060 -0.586 -0.20 0.08 0.02 -0.296
C 1.146 -4.803 -1.072 0.02 -0.01 -0.02 -0.193
C 2.304 -4.183 -1.538 0.01 -0.03 -0.01 -0.301
C 2.366 -2.803 -1.493 -0.07 0.03 0.01 -0.157
C 1.323 -2.030 -0.978 0.04 -0.22 -0.11 -0.240
C 1.506 -0.564 -1.015 0.24 0.11 0.07 0.104
N 1.627 0.164 0.029 -0.59 -0.13 -0.40 -0.344
N 1.802 1.528 -0.242 0.13 0.05 -0.01 -0.439
C 0.678 2.177 -0.185 -0.07 -0.18 0.07 0.515
O -0.480 1.660 0.049 -0.06 -0.04 -0.01 -0.861
C 0.735 3.647 -0.441 -0.02 0.12 -0.01 -0.016
C -0.448 4.377 -0.456 0.02 -0.02 0.00 -0.210
C -0.429 5.742 -0.703 0.00 0.02 0.00 -0.224
C 0.774 6.391 -0.935 0.01 0.02 0.00 -0.225
C 1.960 5.666 -0.917 0.02 0.02 0.00 -0.227
C 1.942 4.303 -0.671 -0.02 -0.02 0.00 -0.204
H -0.809 -4.542 -0.231 0.01 0.00 0.01 0.209
H 1.064 -5.884 -1.092 0.01 0.00 0.00 0.196
H 3.131 -4.763 -1.924 0.00 0.01 0.00 0.198
H 3.252 -2.291 -1.855 0.01 0.00 0.00 0.198
H 1.576 -0.074 -1.991 0.13 -0.03 -0.01 0.174
H -1.376 3.854 -0.269 0.00 -0.02 0.00 0.236
H -1.358 6.301 -0.713 0.00 0.00 0.00 0.202
H 0.791 7.457 -1.128 0.00 0.00 0.00 0.199
H 2.904 6.168 -1.094 0.00 0.00 0.00 0.201
H 2.856 3.726 -0.652 0.00 -0.01 0.00 0.234
F -0.624 0.901 4.033 -0.02 0.04 -0.10 -0.558
B -0.562 -0.212 3.259 -0.02 -0.02 -0.30 0.533
F -0.489 -1.302 4.063 -0.01 -0.05 -0.09 -0.558

---

# 5
32
Properties=species:S:1:pos:R:3:forces:R:3:nbo_charge:R:1 method="wB97M-V/def2-TZVPD" spin_multiplicity=1 homo_ha=-0.109 total_charge=-1 molar_mass_g_mol=360.60 homo_lumo_gap_ev=3.89
C -4.008 -3.442 -0.204 0.36 0.30 0.17 -0.623
C -2.808 -4.345 -0.401 -0.39 -0.71 -0.36 -0.071
O -1.619 -3.703 -0.012 -0.11 0.46 0.07 -0.538
C -0.532 -4.470 -0.328 2.97 -0.21 -0.02 0.740
C 0.746 -3.910 0.015 -4.61 2.26 0.87 -0.702
C 1.897 -4.496 -0.224 6.14 -3.38 -1.43 0.302
N 2.951 -5.022 -0.439 -2.67 1.42 0.61 -0.542
O -0.623 -5.560 -0.876 -1.06 -0.38 -0.16 -0.704
H -4.952 -3.968 -0.352 0.11 -0.12 -0.02 0.199
H -3.988 -3.036 0.808 -0.12 0.00 0.10 0.203
H -3.979 -2.592 -0.887 0.03 0.00 -0.06 0.202
H -2.877 -5.265 0.199 -0.33 0.09 -0.21 0.171
H -2.681 -4.657 -1.448 -0.35 -0.01 0.25 0.188
H 0.751 -2.920 0.431 -0.04 -0.02 0.30 0.192
Cl 1.177 -0.689 0.055 -0.12 -0.39 0.11 0.093
C 1.856 0.920 0.019 -0.40 -0.37 0.86 -0.205
Cl 3.453 0.855 -0.690 1.10 0.15 -0.43 0.036
C 1.021 1.763 -0.896 -1.01 -0.33 -1.79 0.505
O 0.523 1.266 -1.876 0.17 0.45 0.34 -0.437
C 0.849 3.196 -0.581 0.25 0.69 0.47 0.096
C 1.195 3.652 0.702 -0.08 0.07 -0.08 -0.102
C 1.047 4.993 0.984 -0.03 0.11 0.11 -0.152
C 0.577 5.817 -0.005 0.04 0.42 0.34 -0.235
C 0.260 5.278 -1.229 -0.24 0.17 -0.62 0.034
N 0.379 3.997 -1.536 0.20 -0.32 0.26 -0.342
C 1.672 2.715 1.708 0.18 -1.41 -0.49 -0.029
Cl 1.848 3.247 3.340 0.00 0.12 0.18 0.016
C 1.956 1.442 1.402 -0.05 0.90 0.83 -0.183
H 1.293 5.368 1.963 0.03 0.09 0.11 0.229
H 0.457 6.871 0.184 -0.05 0.17 -0.09 0.219
H -0.107 5.928 -2.011 -0.08 0.00 -0.16 0.192
H 2.265 0.767 2.184 0.16 -0.21 -0.08 0.249

---

# 6
29
Properties=species:S:1:pos:R:3:forces:R:3:nbo_charge:R:1 method="wB97M-V/def2-TZVPD" spin_multiplicity=1 homo_ha=-0.349 total_charge=0 smiles="C=C(C(=O)c1ccc(Cl)cc1)N1CC(=O)C=CC1=O" molar_mass_g_mol=275.69 homo_lumo_gap_ev=8.65
O -0.157 -0.080 2.109 0.97 -1.20 3.16 -0.523
O -0.120 -0.773 -2.158 -0.40 2.27 -1.30 -0.577
O 0.699 -4.832 1.054 -0.29 3.39 -2.71 -0.523
Cl 2.145 5.729 -0.203 0.18 -0.04 0.21 0.006
C -0.390 0.361 1.044 -0.86 -0.87 -2.51 0.546
C -0.242 -1.782 -1.534 1.15 -0.10 0.05 0.628
C 0.444 -3.903 0.223 -0.55 -3.54 1.31 0.508
C -2.472 0.161 -0.143 -0.77 -3.20 0.17 -0.353
C 0.619 -2.894 -2.056 -1.66 -3.60 6.39 -0.170
C 0.905 -3.953 -1.197 0.82 1.83 -0.97 -0.253
C -1.350 -0.541 0.166 -0.67 4.01 -0.31 0.114
C 0.344 3.837 -0.532 -2.45 -2.71 -2.72 -0.241
C 1.686 3.520 1.334 -0.02 -1.49 0.44 -0.233
C -0.203 2.522 -0.347 -1.08 0.83 -1.49 -0.134
C 1.174 2.244 1.574 -0.75 1.23 -0.32 -0.148
C 1.398 4.202 0.166 0.89 1.77 1.50 -0.011
C 0.186 1.691 0.677 1.08 0.84 0.52 -0.181
N -0.931 -1.792 -0.332 0.69 -2.14 -0.37 -0.473
C -0.723 -2.976 0.549 -0.37 -0.01 0.71 -0.316
H -2.775 1.027 0.422 0.55 0.52 -0.22 0.215
H -3.333 -0.323 -0.680 1.10 0.45 0.28 0.210
H 1.043 -2.855 -2.969 0.91 0.54 -2.99 0.228
H 1.626 -4.759 -1.453 -0.67 0.64 0.16 0.237
H -0.045 4.401 -1.381 0.27 -0.01 0.31 0.232
H 2.188 4.042 2.114 0.89 0.03 0.31 0.228
H -0.981 2.251 -1.119 0.91 -0.05 1.20 0.237
H 1.424 1.842 2.550 -0.23 -0.51 -0.35 0.240
H -0.594 -2.626 1.584 -0.17 -0.15 -0.35 0.265
H -1.566 -3.742 0.537 0.53 1.28 -0.10 0.241

---

# 7
32
Properties=species:S:1:pos:R:3:forces:R:3:nbo_charge:R:1 method="wB97M-V/def2-TZVPD" s2=3.92 spin_multiplicity=4 homo_ha="-0.111 / -0.153" total_charge=-1 molar_mass_g_mol=371.29 homo_lumo_gap_ev="5.99 / 6.93"
C -2.420 0.630 -1.838 -0.61 0.01 0.71 -0.375
C -1.631 1.798 -1.706 -0.24 -0.41 0.48 -0.329
C -1.391 2.042 -0.340 -2.08 -0.15 0.51 -0.283
C -2.084 1.056 0.434 -0.78 1.06 -2.14 -0.309
C -2.754 0.156 -0.512 0.37 1.46 -0.31 -0.392
Cr -0.682 -0.441 -0.467 -0.53 0.94 -1.94 0.789
C 0.568 0.488 -3.477 0.67 -0.26 -0.68 -0.483
C 0.382 -0.775 -3.809 0.87 -0.06 -0.75 0.094
C 0.397 -2.032 -4.229 -0.24 0.48 0.26 -0.522
N -0.881 -1.097 1.019 0.24 -3.94 2.61 -0.852
H -0.875 2.899 0.067 0.20 -0.26 -0.02 0.223
H -1.332 2.449 -2.509 0.26 -0.08 -0.13 0.201
H -2.139 1.026 1.500 0.07 -0.19 0.24 0.237
H -3.469 -0.620 -0.269 0.18 0.05 -0.01 0.230
H -2.850 0.249 -2.763 0.26 -0.01 0.22 0.214
H 0.010 1.331 -3.899 -0.36 -0.66 0.57 0.228
H -0.732 -2.171 0.993 -0.01 1.37 -0.06 0.284
H 1.461 0.792 -2.896 -0.48 -0.43 -0.42 0.252
H 0.685 -2.379 -5.241 0.23 0.69 0.76 0.213
H 0.096 -2.834 -3.565 -0.46 0.08 0.00 0.215
F 1.840 -1.318 5.329 0.02 0.11 -0.23 -0.309
C 1.759 -0.767 4.100 -0.25 0.28 -0.35 0.237
C 2.449 -1.339 3.027 -0.09 0.09 0.18 0.295
F 3.200 -2.447 3.226 -0.21 0.33 0.03 -0.317
C 2.341 -0.780 1.765 -0.30 0.49 -0.06 0.300
F 2.988 -1.362 0.728 -0.30 0.08 0.74 -0.308
C 1.522 0.342 1.516 0.27 -0.65 0.86 -0.235
S 1.202 0.790 -0.122 2.02 0.89 -0.54 -0.279
C 0.893 0.939 2.627 0.36 -0.03 -0.17 0.333
F 0.175 2.081 2.479 0.27 -0.79 0.08 -0.311
C 0.975 0.378 3.897 0.37 -0.33 -0.21 0.266
F 0.296 0.914 4.933 0.27 -0.13 -0.24 -0.306